{"formula": "C15H27NO9S", "method": "ωB97M-V/def2-TZVPD", "total_charge": 0, "largest_force_ha_per_bohr": 0.184, "gap_ev": 8.59, "homo_energy_ha": -0.354, "elements": ["H", "H", "O", "H", "H", "H", "H", "C", "H", "C", "C", "H", "H", "H", "C", "H", "C", "C", "H", "C", "H", "H", "H", "C", "C", "H", "S", "H", "H", "C", "O", "H", "O", "O", "H", "H", "H", "H", "C", "C", "H", "O", "C", "C", "H", "O", "O", "O", "C", "H", "H", "N", "O"], "positions_angstrom": [[3.61380, -3.72692, 3.58995], [5.44449, 1.59601, -3.89294], [3.96621, 0.74451, -0.97241], [-3.08775, 2.51043, 0.95509], [0.85918, 1.59522, -1.58785], [4.26269, 2.56472, -2.99228], [5.81306, 2.19210, -2.25701], [-4.54999, -0.52686, -0.52783], [0.75807, -2.83500, 1.81235], [2.73940, 1.23132, -0.68093], [-1.28020, 1.94684, 1.71510], [5.26095, -0.22700, -2.21500], [-4.71293, -0.39629, -3.23235], [-5.39005, 1.88003, -2.24301], [2.72795, -4.20851, 3.16820], [2.05147, 2.90822, -1.79200], [1.91149, 1.82432, -1.78261], [5.02553, 1.78690, -2.90096], [-6.26797, -0.35181, -1.86096], [1.54949, -2.47276, 1.14937], [3.68808, 0.05764, -2.93492], [3.04226, -0.92135, 1.00525], [-3.72466, 2.41065, -2.41048], [-6.01676, -0.37196, -0.80239], [-3.99866, 0.30410, -2.78921], [-6.54191, -1.23444, -0.38037], [-1.09755, 3.30335, 5.16811], [-4.68695, 2.04730, -3.86287], [1.58500, -0.45269, 1.91310], [-0.39981, 3.13587, 3.58931], [2.47114, -3.52825, 0.81967], [2.80508, -1.51493, 2.64065], [-3.66120, -0.08322, -1.44448], [-0.62385, 0.65644, 1.35487], [-2.28337, -0.86615, 1.95531], [-3.07745, 0.21824, -3.37647], [-2.00320, 1.75604, 2.63767], [1.84581, -3.61388, 3.39697], [-4.48057, 1.74082, -2.83356], [-1.28174, -0.31225, 2.29365], [2.57621, -5.17839, 3.65200], [-0.75868, -0.49871, 3.53732], [2.94417, -4.43708, 1.70130], [4.45816, 0.51343, -2.30537], [1.05955, -2.18566, 0.21214], [-2.12073, 2.49873, 0.62502], [2.33887, 1.25297, 0.48366], [-4.15963, -0.98451, 0.54704], [2.28235, -1.27078, 1.71198], [-6.37618, 0.54220, -0.32315], [2.13293, 1.41944, -2.76806], [-0.23668, 2.96110, 2.22552], [3.60509, -5.39954, 1.30886]], "atomic_forces_ev_per_a": [[-0.1, -0.1, -0.1], [0.0, 0.0, 0.1], [0.0, -0.4, 0.4], [2.5, -0.2, -0.6], [0.2, 0.2, 0.2], [0.0, -0.1, -0.1], [-0.1, -0.2, -0.1], [0.6, -0.3, 1.3], [0.1, -0.1, 0.0], [-0.7, 0.4, 1.9], [-2.0, -0.2, 1.6], [-0.3, 0.1, 0.3], [0.0, 0.1, 0.2], [0.0, -0.1, -0.1], [-0.6, -0.3, 0.4], [0.0, -0.1, 0.0], [-0.5, -0.4, -0.4], [0.0, 0.3, 0.0], [0.1, 0.2, 0.0], [0.1, 0.4, 0.3], [0.0, 0.1, 0.1], [-0.3, -0.1, 0.1], [0.0, -0.2, -0.1], [-0.4, -0.5, -0.3], [-0.1, 0.2, -0.1], [0.1, 0.3, 0.2], [2.7, -0.4, -5.0], [0.0, 0.0, 0.1], [0.2, -0.2, -0.1], [-2.2, -1.0, -4.0], [0.1, -0.7, -0.3], [-0.2, -0.1, 0.0], [0.2, -0.5, 0.5], [-3.0, 0.1, 2.5], [2.3, 1.3, 0.3], [-0.1, -0.1, 0.4], [1.4, 0.2, -2.0], [0.1, 0.2, 0.0], [-0.1, 0.2, 0.2], [3.0, -0.5, 6.1], [0.3, 0.1, -0.1], [-3.5, 1.3, -8.7], [1.1, -1.2, -0.6], [0.1, 0.2, -0.1], [0.2, -0.3, 0.0], [0.2, -0.9, 2.3], [1.3, 0.2, -2.5], [-0.3, 0.9, -1.9], [0.1, -0.2, 0.2], [0.0, -0.1, 0.0], [0.2, 0.1, 0.0], [-1.7, 0.1, 7.4], [-1.3, 1.9, 0.4]], "nbo_charge": [0.247, 0.219, -0.511, 0.488, 0.252, 0.207, 0.222, 0.809, 0.174, 0.796, 0.497, 0.204, 0.179, 0.205, -0.744, 0.248, -0.745, -0.638, 0.221, -0.070, 0.177, 0.226, 0.228, -0.746, -0.068, 0.253, 0.044, 0.223, 0.247, 0.289, -0.511, 0.199, -0.499, -0.541, 0.230, 0.204, 0.156, 0.222, -0.640, 0.579, 0.243, -0.541, 0.798, -0.068, 0.192, -0.710, -0.573, -0.609, -0.639, 0.247, 0.212, -0.498, -0.589]}